(1)
{"formula": "C18H38Li2N5O4S", "method": "the ωB97M-V functional and the def2-TZVPD basis", "e_lumo_ev": -4.45, "e_tot_ha": -1696.25451, "total_charge": 1, "elements": ["C", "C", "O", "C", "N", "C", "C", "C", "C", "N", "C", "N", "N", "C", "C", "S", "C", "C", "C", "O", "O", "H", "H", "H", "H", "H", "H", "H", "H", "H", "H", "H", "H", "H", "H", "H", "H", "H", "H", "H", "H", "H", "H", "H", "H", "H", "H", "H", "C", "C", "C", "O", "H", "H", "H", "H", "H", "H", "H", "H", "C", "C", "N", "H", "H", "H", "Li", "Li"], "coordinates": [[0.293, 4.633, 0.554], [-0.283, 3.131, 0.316], [0.676, 2.246, -0.304], [-0.036, 1.039, -0.758], [0.830, 0.119, -1.517], [0.134, -1.050, -2.115], [-1.412, -1.213, -1.774], [-1.683, -1.820, -0.285], [-2.959, -1.183, 0.448], [-2.621, -0.182, 1.502], [-1.788, -0.737, 2.547], [-1.770, -2.003, 2.922], [-0.852, 0.208, 3.222], [2.080, -0.218, -0.809], [3.141, -0.952, -1.823], [4.781, -0.965, -0.943], [5.252, -2.732, -0.609], [5.022, -3.155, 0.930], [1.914, -1.195, 0.451], [1.969, -0.662, 1.637], [1.727, -2.556, 0.388], [0.723, 4.643, 1.611], [1.023, 4.969, -0.253], [-0.644, 5.310, 0.562], [-1.259, 3.262, -0.271], [-0.491, 2.701, 1.372], [-0.376, 0.518, 0.217], [-0.929, 1.446, -1.369], [0.632, -2.069, -1.884], [0.219, -0.944, -3.267], [-2.063, -0.292, -1.998], [-1.818, -2.031, -2.487], [-0.717, -1.770, 0.323], [-1.917, -2.947, -0.406], [-3.653, -1.977, 0.922], [-3.590, -0.654, -0.344], [-2.229, 0.677, 1.096], [-1.079, -2.123, 3.685], [0.131, -0.060, 3.003], [-1.017, 0.226, 4.235], [2.653, 0.712, -0.414], [2.783, -1.990, -2.143], [3.204, -0.238, -2.732], [4.631, -3.395, -1.315], [6.364, -2.859, -0.864], [5.217, -2.228, 1.564], [5.839, -3.932, 1.176], [3.998, -3.623, 1.122], [-3.835, 2.616, -5.134], [-3.330, 2.606, -3.700], [-2.821, 3.976, -3.282], [-2.277, 1.650, -3.575], [-3.033, 2.883, -5.829], [-4.188, 1.623, -5.424], [-4.655, 3.328, -5.258], [-4.135, 2.293, -3.029], [-1.983, 4.290, -3.913], [-2.450, 3.952, -2.254], [-3.610, 4.729, -3.352], [-1.560, 1.917, -4.165], [1.126, -2.347, 5.937], [0.099, -2.595, 7.008], [-0.710, -2.795, 7.847], [0.684, -1.764, 5.126], [1.970, -1.794, 6.354], [1.487, -3.298, 5.538], [3.985, 1.225, 0.146], [-0.813, -4.578, 5.839]]}

(2)
{"formula": "C35H60Cl14N4O10", "method": "the ωB97M-V functional and the def2-TZVPD basis", "e_lumo_ev": 5.52, "e_tot_ha": -8783.20282, "total_charge": -4, "elements": ["C", "C", "N", "C", "C", "N", "C", "C", "H", "H", "H", "H", "H", "H", "H", "H", "H", "H", "H", "C", "C", "O", "H", "H", "H", "H", "H", "C", "C", "C", "O", "C", "C", "C", "O", "O", "O", "H", "H", "C", "O", "O", "O", "Cl", "C", "C", "Cl", "H", "H", "H", "H", "Cl", "C", "C", "Cl", "H", "H", "H", "H", "Cl", "C", "C", "Cl", "H", "H", "H", "H", "Cl", "C", "C", "Cl", "H", "H", "H", "H", "Cl", "C", "C", "Cl", "H", "H", "H", "H", "Cl", "C", "C", "Cl", "H", "H", "H", "H", "Cl", "C", "C", "Cl", "H", "H", "H", "H", "C", "O", "N", "C", "C", "H", "H", "H", "H", "H", "H", "H", "C", "O", "N", "C", "C", "H", "H", "H", "H", "H", "H", "H"], "coordinates": [[-19.300, -25.001, -1.743], [-19.509, -23.598, -2.382], [-18.810, -23.422, -3.694], [-18.509, -24.429, -4.632], [-18.027, -23.838, -5.813], [-18.221, -22.521, -5.612], [-18.809, -22.302, -4.414], [-18.007, -21.509, -6.653], [-19.559, -25.948, -2.217], [-19.765, -25.062, -0.759], [-18.249, -25.289, -1.739], [-19.142, -22.836, -1.695], [-20.576, -23.521, -2.595], [-18.804, -25.448, -4.430], [-17.752, -24.359, -6.719], [-19.248, -21.420, -3.970], [-18.871, -20.846, -6.608], [-18.003, -21.883, -7.677], [-17.194, -20.818, -6.432], [-17.642, -28.459, -8.499], [-17.844, -27.132, -7.645], [-18.819, -26.239, -8.055], [-17.053, -29.138, -7.884], [-17.064, -28.433, -9.423], [-18.620, -28.939, -8.485], [-16.899, -26.593, -7.715], [-17.962, -27.359, -6.585], [-22.193, -23.317, -4.522], [-21.903, -24.078, -5.635], [-21.542, -23.317, -6.931], [-21.072, -23.823, -8.052], [-21.560, -21.913, -7.088], [-21.940, -21.103, -5.960], [-22.036, -21.822, -4.565], [-21.883, -21.123, -3.573], [-22.013, -19.868, -6.026], [-21.813, -25.333, -5.552], [-22.336, -23.813, -3.574], [-21.311, -21.385, -7.997], [-19.633, -18.453, -4.213], [-19.314, -18.690, -5.377], [-20.637, -17.827, -4.102], [-19.311, -19.123, -3.211], [-18.561, -28.035, -3.495], [-16.898, -28.227, -2.777], [-16.444, -29.735, -2.819], [-16.737, -30.409, -4.459], [-16.888, -27.795, -1.777], [-16.211, -27.661, -3.407], [-17.004, -30.322, -2.091], [-15.427, -29.843, -2.441], [-23.428, -27.612, 0.194], [-23.602, -27.432, -1.486], [-23.441, -25.938, -1.973], [-24.510, -24.945, -0.949], [-24.583, -27.838, -1.732], [-22.821, -28.036, -1.947], [-23.793, -25.864, -3.002], [-22.429, -25.538, -1.924], [-14.229, -19.521, -5.409], [-15.538, -18.751, -4.413], [-16.188, -17.646, -5.163], [-15.099, -16.309, -5.559], [-15.291, -18.447, -3.396], [-16.281, -19.541, -4.308], [-17.042, -17.297, -4.583], [-16.508, -18.024, -6.134], [-15.851, -25.909, 3.943], [-17.046, -26.512, 2.654], [-18.427, -25.822, 2.819], [-19.443, -26.588, 1.541], [-17.081, -27.598, 2.731], [-16.574, -26.174, 1.731], [-18.334, -24.763, 2.579], [-18.923, -25.988, 3.775], [-19.377, -22.763, -11.907], [-18.367, -22.433, -10.511], [-17.509, -23.658, -10.199], [-16.091, -23.785, -11.294], [-19.137, -22.254, -9.760], [-17.747, -21.542, -10.606], [-18.146, -24.538, -10.284], [-17.040, -23.423, -9.244], [-15.656, -21.716, -2.803], [-14.917, -23.196, -3.297], [-14.220, -23.970, -2.207], [-15.348, -24.828, -1.128], [-14.205, -23.121, -4.119], [-15.742, -23.828, -3.628], [-13.689, -23.243, -1.593], [-13.509, -24.721, -2.554], [-11.474, -23.425, -7.633], [-12.751, -22.200, -7.137], [-14.129, -22.482, -7.778], [-14.662, -24.035, -7.143], [-12.450, -21.179, -7.375], [-12.906, -22.227, -6.059], [-14.043, -22.631, -8.855], [-14.964, -21.830, -7.519], [-16.391, -18.372, -9.389], [-16.687, -19.433, -8.844], [-17.175, -17.675, -10.162], [-16.635, -16.554, -10.839], [-18.623, -17.955, -10.138], [-15.419, -17.859, -9.335], [-15.549, -16.462, -10.809], [-17.048, -15.618, -10.463], [-16.940, -16.472, -11.882], [-19.116, -17.197, -9.530], [-19.124, -17.902, -11.104], [-18.978, -18.953, -9.881], [-20.308, -20.728, 0.214], [-20.740, -20.414, -0.875], [-18.978, -20.813, 0.569], [-18.628, -21.331, 1.937], [-17.870, -20.485, -0.334], [-20.851, -21.086, 1.103], [-17.885, -20.673, 2.387], [-18.192, -22.319, 1.789], [-19.553, -21.469, 2.496], [-17.160, -19.692, -0.102], [-17.259, -21.382, -0.434], [-18.242, -20.381, -1.353]]}

Max |F| readings, ordered: 0.11893, 0.16154 hartree/bohr